Run i
{"formula": "H6IO3", "method": "ωB97M-V/def2-TZVPD", "lumo_energy_ev": 3.6, "homo_lumo_gap_ha": 0.2877, "charge": -1, "e_homo_ha": -0.1560, "elements": ["I", "O", "H", "H", "O", "H", "H", "O", "H", "H"], "xyz": [[-1.09335, 0.59370, 1.53622], [1.29207, 0.19631, -1.30148], [0.64732, 0.04348, -0.58044], [0.90571, 0.92163, -1.80052], [2.01026, -1.25773, 1.95771], [2.41278, -1.12672, 2.82163], [1.10401, -0.89594, 2.05536], [-2.23601, 0.46388, -1.91109], [-3.07631, 0.07853, -1.64688], [-1.96648, 0.98285, -1.13049]]}

***

Run ii
{"formula": "H6IO3", "method": "ωB97M-V/def2-TZVPD", "lumo_energy_ev": 3.6, "homo_lumo_gap_ha": 0.2867, "charge": -1, "e_homo_ha": -0.1554, "elements": ["I", "O", "H", "H", "O", "H", "H", "O", "H", "H"], "xyz": [[0.23179, 0.29040, -0.50921], [0.70226, -1.44024, -3.75475], [1.65678, -1.16318, -3.67979], [0.29913, -0.95394, -3.05837], [-2.44302, -0.92836, 1.64817], [-1.62898, -0.72757, 1.13105], [-3.40425, -0.62324, 1.19588], [1.33695, 1.74813, 2.63023], [1.38489, 1.18015, 1.92427], [1.86444, 2.61785, 2.47250]]}

***

Stability check: which of them is least stable? run ii.

***

Run i
{"formula": "H15LiO8", "method": "ωB97M-V/def2-TZVPD", "lumo_energy_ev": -1.4, "homo_lumo_gap_ha": 0.3146, "charge": 0, "e_homo_ha": -0.3642, "elements": ["Li", "O", "H", "O", "H", "H", "O", "H", "H", "O", "H", "H", "O", "H", "H", "O", "H", "H", "O", "H", "H", "O", "H", "H"], "xyz": [[-37.46025, -49.64417, -17.37217], [-36.64691, -48.17139, -18.50203], [-37.11050, -48.08915, -19.19248], [-38.75919, -50.60359, -18.64162], [-39.35648, -49.91643, -19.14584], [-38.40881, -51.34668, -19.16160], [-36.49996, -44.82325, -17.11401], [-36.53411, -44.92034, -18.07092], [-36.01054, -45.62228, -17.10643], [-35.04675, -47.30653, -16.72561], [-35.65475, -47.69360, -17.42239], [-35.49557, -47.46507, -15.90386], [-39.09183, -46.73613, -18.04039], [-39.84539, -47.28767, -18.12273], [-38.43696, -47.32897, -18.22412], [-36.86391, -50.10165, -22.29150], [-36.48226, -49.55341, -21.65859], [-36.43018, -50.73062, -22.72107], [-36.09585, -46.00030, -20.04001], [-36.44295, -46.77205, -19.36792], [-35.26485, -45.71566, -20.20842], [-35.16446, -49.12211, -20.38678], [-34.71334, -49.87927, -20.16321], [-35.55858, -48.81563, -19.65961]]}

***

Run ii
{"formula": "H15LiO8", "method": "ωB97M-V/def2-TZVPD", "lumo_energy_ev": -1.6, "homo_lumo_gap_ha": 0.2878, "charge": 0, "e_homo_ha": -0.3448, "elements": ["Li", "O", "H", "O", "H", "H", "O", "H", "H", "O", "H", "H", "O", "H", "H", "O", "H", "H", "O", "H", "H", "O", "H", "H"], "xyz": [[1.87258, 1.43341, 1.48987], [0.68453, 0.57561, -0.02547], [0.34292, -0.07875, 0.73803], [-0.99047, -0.13063, -2.11378], [-0.43056, 0.25556, -1.46944], [-1.54404, 0.42126, -2.75245], [0.99939, 3.30281, -0.83948], [1.81580, 3.54524, -1.16339], [1.14080, 2.37492, -0.62875], [2.20630, 0.46350, -2.17345], [1.52593, 0.59353, -2.79232], [1.71725, 0.38415, -1.30770], [-1.98270, -2.34070, -0.82603], [-1.43051, -1.72004, -1.36481], [-1.61950, -2.13018, 0.11820], [-1.21353, -1.91236, 1.77631], [-1.59730, -1.20698, 2.24545], [-1.44427, -2.73799, 2.22429], [-1.70494, 1.91251, 0.15269], [-1.65033, 2.13765, 1.03033], [-0.82465, 1.57240, -0.01636], [1.47737, -1.96489, 2.74835], [1.04472, -1.88642, 1.90422], [1.60521, -2.86360, 3.04570]]}

***

Stability check: which of them is least stable? run i.

***

Run i
{"formula": "C8H11PSi2", "method": "ωB97M-V/def2-TZVPD", "lumo_energy_ev": [-0.7, -0.9], "smiles": "[SiH3]c1[pH]c2ccccc2c1[SiH3]", "homo_lumo_gap_ha": [0.2539, 0.2499], "charge": 0, "e_homo_ha": [-0.2803, -0.2841], "elements": ["Si", "C", "P", "C", "C", "C", "C", "C", "C", "C", "Si", "H", "H", "H", "H", "H", "H", "H", "H", "H", "H", "H"], "xyz": [[-2.33187, 2.25056, 1.60566], [-0.86651, 1.20673, 1.11516], [0.69402, 1.05140, 1.81025], [1.52413, 0.01115, 0.59337], [2.81070, -0.39514, 0.44449], [3.10495, -1.43993, -0.41890], [2.09800, -1.92339, -1.24530], [0.81966, -1.37694, -1.25222], [0.42662, -0.44325, -0.26249], [-0.88842, -0.05530, -0.19105], [-2.40118, -0.58158, -1.15099], [-3.33970, 1.39424, 2.03519], [-2.96886, 3.33042, 0.68594], [-1.70589, 2.88157, 2.65288], [1.32473, 2.16457, 1.46834], [3.46582, 0.01213, 1.09332], [4.11054, -1.73638, -0.37397], [2.26997, -2.74207, -2.05302], [0.14796, -1.86848, -1.98863], [-2.54359, -2.00217, -1.65559], [-2.01362, 0.24228, -2.40624], [-3.73748, 0.01959, -0.50619]]}

***

Run ii
{"formula": "C8H11PSi2", "method": "ωB97M-V/def2-TZVPD", "lumo_energy_ev": 0.0, "smiles": "[SiH3]c1[pH]c2ccccc2c1[SiH3]", "homo_lumo_gap_ha": 0.3126, "charge": 0, "e_homo_ha": -0.3138, "elements": ["Si", "C", "P", "C", "C", "C", "C", "C", "C", "C", "Si", "H", "H", "H", "H", "H", "H", "H", "H", "H", "H", "H"], "xyz": [[0.13160, 0.35878, 3.50302], [-0.20247, 0.07172, 1.60815], [-1.91572, -0.15510, 1.10741], [-1.40433, -0.47035, -0.55355], [-2.22093, -0.54962, -1.68316], [-1.58793, -0.54096, -2.95639], [-0.25457, -0.38220, -3.12335], [0.53619, -0.12856, -1.98698], [-0.06773, -0.16568, -0.70077], [0.65548, 0.21391, 0.52637], [2.41298, 0.67992, 0.68962], [0.97779, -0.92136, 3.63310], [-1.12292, 0.42000, 4.11751], [0.98282, 1.36223, 4.05734], [-2.16859, -1.54960, 1.62290], [-3.34562, -0.47877, -1.59711], [-2.26876, -0.54155, -3.85197], [0.12374, -0.15856, -4.17419], [1.56460, 0.32244, -2.07117], [2.58588, 2.03214, 0.44835], [3.38982, 0.25763, -0.55463], [3.19865, 0.32356, 1.93949]]}

***

Stability check: which of them is least stable? run i.

***

Run i
{"formula": "C7H10NOP", "method": "ωB97M-V/def2-TZVPD", "lumo_energy_ev": [-0.9, -0.4], "homo_lumo_gap_ha": [0.3011, 0.2742], "charge": 0, "e_homo_ha": [-0.3354, -0.2889], "elements": ["C", "C", "C", "C", "C", "C", "C", "N", "O", "P", "H", "H", "H", "H", "H", "H", "H", "H", "H", "H"], "xyz": [[-4.04236, 0.90666, 0.38885], [-3.21868, 0.01764, 0.37605], [-1.90636, -1.94671, 0.76413], [-2.11180, -0.80772, 0.17400], [-1.20734, -0.13971, -0.88075], [0.06854, -0.56025, -1.34511], [3.21359, 1.01686, 1.00369], [1.90856, 1.01964, 0.35641], [2.51616, -1.41649, -0.23343], [1.31406, -0.60707, 0.08611], [-4.84010, 1.48086, 0.68579], [-1.34403, -2.87449, 0.72140], [-1.93249, -0.27435, -1.79607], [-1.06259, 0.88943, -0.55264], [0.08739, -1.52926, -1.88411], [0.56869, 0.02091, -2.09141], [3.12525, 0.85312, 2.10815], [3.74437, 0.13839, 0.67468], [3.71367, 1.93572, 0.66619], [1.40547, 1.87682, 0.77807]]}

***

Run ii
{"formula": "C7H10NOP", "method": "ωB97M-V/def2-TZVPD", "lumo_energy_ev": 0.3, "smiles": "C/N=P/OC1=CC=CCC1", "homo_lumo_gap_ha": 0.3055, "charge": 0, "e_homo_ha": -0.2930, "elements": ["C", "N", "P", "O", "C", "C", "C", "C", "C", "C", "H", "H", "H", "H", "H", "H", "H", "H", "H", "H"], "xyz": [[-3.23221, 1.24827, 0.01695], [-1.86013, 1.27583, 0.22756], [-1.02369, 2.45047, 0.86915], [0.51986, 1.95221, 0.86456], [0.84526, 0.65830, 0.55117], [0.47164, -0.37682, 1.28170], [1.05452, -1.71467, 1.00204], [1.42685, -2.04820, -0.23590], [1.44235, -1.00019, -1.28053], [1.61218, 0.45317, -0.64570], [-3.27980, 0.89919, -0.96414], [-3.79887, 0.49010, 0.50300], [-3.82664, 2.04763, 0.22971], [-0.13713, -0.17445, 2.23422], [1.11068, -2.50946, 1.66781], [1.77921, -2.94877, -0.53689], [2.20215, -1.24167, -2.10402], [0.47197, -1.31441, -1.74718], [1.43633, 1.35107, -1.38799], [2.78548, 0.50241, -0.54550]]}

***

Stability check: which of them is least stable? run i.

***

Run i
{"formula": "C22H23N3O3", "method": "ωB97M-V/def2-TZVPD", "lumo_energy_ev": 0.2, "smiles": "O=C(CCn1nc(-c2ccccc2)c2ccccc2c1=O)NC[C@@H]1CCCO1", "homo_lumo_gap_ha": 0.3196, "charge": 0, "e_homo_ha": -0.3109, "elements": ["O", "C", "C", "C", "N", "N", "C", "C", "C", "C", "C", "C", "C", "C", "C", "C", "C", "C", "C", "C", "O", "N", "C", "C", "C", "C", "C", "O", "H", "H", "H", "H", "H", "H", "H", "H", "H", "H", "H", "H", "H", "H", "H", "H", "H", "H", "H", "H", "H", "H", "H"], "xyz": [[1.80920, 1.26326, -2.24821], [2.59598, 0.49602, -1.73491], [2.96271, -0.84758, -2.35016], [1.69357, -1.58518, -2.78748], [0.77773, -1.74094, -1.67187], [-0.31082, -0.98737, -1.74039], [-1.17557, -0.96157, -0.78009], [-2.31612, -0.05545, -0.98335], [-3.62571, -0.45328, -0.73062], [-4.67052, 0.43129, -0.93005], [-4.42011, 1.71546, -1.38387], [-3.12060, 2.10801, -1.66174], [-2.07281, 1.22750, -1.46933], [-0.98876, -1.73657, 0.42413], [-1.81677, -1.66091, 1.55143], [-1.55243, -2.43176, 2.66024], [-0.45518, -3.29154, 2.68548], [0.39443, -3.35000, 1.60516], [0.14348, -2.57082, 0.47384], [1.10526, -2.58026, -0.63008], [2.13501, -3.23632, -0.65334], [3.22621, 0.76712, -0.56821], [2.96785, 1.96720, 0.18945], [2.20774, 1.67490, 1.49845], [0.86451, 0.96536, 1.22983], [-0.17175, 1.86838, 1.90242], [0.56104, 3.20963, 1.93094], [1.91397, 2.88244, 2.17763], [3.58168, -0.66764, -3.23060], [3.51817, -1.46606, -1.64569], [1.15983, -1.00395, -3.53999], [1.95520, -2.57458, -3.17009], [-3.82961, -1.46440, -0.40844], [-5.68482, 0.11467, -0.73500], [-5.23831, 2.40472, -1.53204], [-2.92444, 3.10321, -2.03226], [-1.05810, 1.51666, -1.69724], [-2.65336, -0.97974, 1.55090], [-2.19857, -2.36678, 3.52345], [-0.26561, -3.89572, 3.55986], [1.26992, -3.98156, 1.60256], [3.82898, 0.07564, -0.15164], [2.36217, 2.61832, -0.44521], [3.90775, 2.47459, 0.42602], [2.85420, 1.08740, 2.16294], [0.85546, -0.04495, 1.63409], [0.68253, 0.91546, 0.15731], [-1.10821, 1.91572, 1.35126], [-0.37066, 1.53095, 2.91992], [0.23541, 3.87667, 2.72930], [0.45888, 3.72434, 0.96526]]}

***

Run ii
{"formula": "C22H23N3O3", "method": "ωB97M-V/def2-TZVPD", "lumo_energy_ev": 0.6, "smiles": "Cc1ccc(NC(=O)CN2C(=O)[C@@H]3CCCCN3C(=O)c3ccccc32)cc1", "homo_lumo_gap_ha": 0.3191, "charge": 0, "e_homo_ha": -0.2977, "elements": ["C", "C", "C", "C", "C", "N", "C", "O", "C", "N", "C", "O", "C", "C", "C", "C", "C", "N", "C", "O", "C", "C", "C", "C", "C", "C", "C", "C", "H", "H", "H", "H", "H", "H", "H", "H", "H", "H", "H", "H", "H", "H", "H", "H", "H", "H", "H", "H", "H", "H", "H"], "xyz": [[-5.94715, 0.15370, -1.31432], [-4.70492, -0.19309, -0.55144], [-4.06951, 0.74552, 0.25103], [-2.91346, 0.42545, 0.93499], [-2.36483, -0.84896, 0.82974], [-1.17652, -1.10189, 1.52805], [-0.42034, -2.22315, 1.53714], [-0.70780, -3.29481, 1.05430], [0.94505, -1.97202, 2.20330], [1.69063, -1.03583, 1.37034], [1.58117, 0.28551, 1.64022], [0.93474, 0.71359, 2.58260], [2.20557, 1.19428, 0.58816], [2.47160, 2.60615, 1.10502], [2.46702, 3.58157, -0.06748], [1.07331, 3.64934, -0.70848], [0.29807, 2.35291, -0.45229], [1.19191, 1.21666, -0.45434], [0.95111, 0.14600, -1.24977], [0.06654, 0.13429, -2.08535], [1.88597, -1.00628, -1.07747], [2.37009, -1.60762, -2.23556], [3.22128, -2.69247, -2.17123], [3.59476, -3.19771, -0.93584], [3.10024, -2.63180, 0.22299], [2.23821, -1.54067, 0.16700], [-2.99246, -1.79785, 0.03107], [-4.14785, -1.46258, -0.64753], [-5.70213, 0.33644, -2.36092], [-6.66282, -0.66517, -1.27785], [-6.41487, 1.04925, -0.91251], [-4.48193, 1.74036, 0.34153], [-2.42855, 1.16559, 1.55704], [-0.81480, -0.30472, 2.04205], [0.82407, -1.52310, 3.19183], [1.47770, -2.91866, 2.28079], [3.12707, 0.75504, 0.18814], [1.70661, 2.87793, 1.83382], [3.43615, 2.61930, 1.61385], [2.77585, 4.57112, 0.26928], [3.19697, 3.23949, -0.80463], [0.50231, 4.47966, -0.29213], [1.17244, 3.81747, -1.78096], [-0.45245, 2.17444, -1.22400], [-0.20696, 2.39873, 0.51903], [2.05472, -1.20290, -3.18519], [3.59078, -3.14527, -3.07815], [4.26613, -4.04050, -0.87329], [3.39054, -3.03174, 1.18261], [-2.57227, -2.78541, -0.05685], [-4.62703, -2.20561, -1.26833]]}

***

Stability check: which of them is least stable? run i.